Record 1
Computed, not measured: a 2-piece molecular cluster, C3H4NO3 overall at a distorted geometry, with ωB97M-V/def2-TZVPD.

```
11
C3H4NO3 (ωB97M-V/def2-TZVPD)
C -1.4421 -1.0362 0.7855
C -1.6489 0.2512 -0.0354
C 2.2658 0.9210 -0.7700
N 1.6706 0.0873 -0.1044
O -0.4173 -1.1930 1.3598
O 2.6640 1.8188 -1.4072
O -0.6527 0.7770 -0.4175
H -2.2265 -1.7627 0.7425
H -2.6921 0.6271 -0.2690
H 1.9388 -0.7883 0.1975
H 0.5403 0.2977 -0.0818
```

The calculation puts the highest occupied orbital energy at -15.390 eV. The calculation puts the orbital gap at 9.54 eV. Its spin multiplicity is 1. Its net charge is +1. For the electronic energy, the calculation gives -396.8580 a.u.


Record 2
Computed, not measured: an isolated ion of composition C3H4NO3 and charge +1 at a distorted geometry, with ωB97M-V/def2-TZVPD.

```
11
C3H4NO3 (ωB97M-V/def2-TZVPD)
C -2.2285 0.7000 0.0592
C -1.0268 0.7432 0.6389
C 1.2670 0.0145 -0.5615
N 0.6842 -1.1614 -0.0043
O -3.1509 0.7401 -0.6135
O 1.2407 -2.1736 0.0707
O -0.4357 -0.9189 0.6313
H -0.8767 1.1075 1.7808
H 2.2283 -0.2548 -1.2374
H 1.6887 0.4944 0.3423
H 0.6097 0.7091 -1.1066
```

The calculation puts the highest occupied orbital energy at -15.519 eV. The calculation puts the orbital gap at 9.03 eV. Its spin multiplicity is 1. Its net charge is +1. For the electronic energy, the calculation gives -396.6647 a.u. Its structure (SMILES) is C[N+](=O)OC=C=O.


Record 3
Computed, not measured: an isolated ion of composition C3H4NO3S and charge -1 at a distorted geometry, with ωB97M-V/def2-TZVPD.

```
12
C3H4NO3S (ωB97M-V/def2-TZVPD)
C -0.9060 0.8530 0.1596
C -1.1257 -0.0592 1.0814
C -0.2823 0.2479 -1.0138
N 0.0134 -1.0963 -0.6278
O 1.7984 0.4536 0.9004
O 2.6629 -1.1666 -0.7375
O -0.7819 -1.3310 0.6661
S 1.7028 -0.9464 0.3207
H -1.1057 1.9022 0.4036
H -1.5769 -0.0066 2.0719
H -0.9706 0.3944 -1.7650
H 0.5717 0.7551 -1.4596
```

The calculation puts the highest occupied orbital energy at -3.523 eV. The calculation puts the orbital gap at 7.65 eV. Its spin multiplicity is 1. Its net charge is -1. For the electronic energy, the calculation gives -795.3170 a.u.


Record 4
Computed, not measured: an isolated ion of composition C3H4NOS2 and charge +1 at a distorted geometry, with ωB97M-V/def2-TZVPD.

```
11
C3H4NOS2 (ωB97M-V/def2-TZVPD)
C 0.5393 -1.3787 -0.0047
C -0.4757 -0.3847 -0.6061
C 1.1284 1.1897 -0.0892
N -0.9557 0.3447 0.6375
O 0.6417 -2.5599 0.0518
S 1.6947 -0.1385 0.8375
S 0.3187 0.8513 -1.5164
H -1.3577 -0.8374 -1.1819
H 1.6760 2.0332 0.2688
H -1.6120 1.0098 0.3621
H -1.5976 -0.1295 1.2406
```

The calculation puts the highest occupied orbital energy at -14.739 eV. The calculation puts the orbital gap at 7.98 eV. Its spin multiplicity is 1. Its net charge is +1. For the electronic energy, the calculation gives -1042.7211 a.u.


Record 5
Computed, not measured: the molecule C3H4NP at a distorted geometry, with ωB97M-V/def2-TZVPD.

```
9
C3H4NP (ωB97M-V/def2-TZVPD)
C -1.2383 -1.0454 -0.0640
C -1.3324 0.1955 -0.3074
C 1.5059 0.0090 0.1107
N 1.5243 -1.1645 -0.0935
P 0.3072 1.3774 -0.1639
H -1.1055 -2.1249 -0.1091
H -2.2639 0.6267 -0.5648
H 2.3130 0.6405 0.0189
H 0.2897 1.4858 1.1731
```

The calculation puts the highest occupied orbital energy (alpha / beta) at -8.658 / -7.697 eV. The calculation puts the orbital gap (alpha / beta) at 8.58 / 7.27 eV. Its spin multiplicity is 1. For the electronic energy, the calculation gives -512.5946 a.u.


Record 6
Computed, not measured: the molecule C3H4NP at a distorted geometry, with ωB97M-V/def2-TZVPD.

```
9
C3H4NP (ωB97M-V/def2-TZVPD)
C 2.4576 0.7266 -0.1007
C -1.1901 1.4998 -0.1098
C 0.5608 -0.8487 -0.1517
N 1.5091 0.0253 -0.0917
P -1.1077 -0.1417 -0.0947
H 2.9311 1.3926 0.5017
H -2.1576 1.6124 0.2042
H 0.5396 -1.9624 -0.0860
H -1.7907 -1.4191 0.0215
```

The calculation puts the highest occupied orbital energy at -7.786 eV. The calculation puts the orbital gap at 7.84 eV. Its spin multiplicity is 1. For the electronic energy, the calculation gives -512.5674 a.u.


Copy entry 6 word for word.
Computed, not measured: the molecule C3H4NP at a distorted geometry, with ωB97M-V/def2-TZVPD.

```
9
C3H4NP (ωB97M-V/def2-TZVPD)
C 2.4576 0.7266 -0.1007
C -1.1901 1.4998 -0.1098
C 0.5608 -0.8487 -0.1517
N 1.5091 0.0253 -0.0917
P -1.1077 -0.1417 -0.0947
H 2.9311 1.3926 0.5017
H -2.1576 1.6124 0.2042
H 0.5396 -1.9624 -0.0860
H -1.7907 -1.4191 0.0215
```

The calculation puts the highest occupied orbital energy at -7.786 eV. The calculation puts the orbital gap at 7.84 eV. Its spin multiplicity is 1. For the electronic energy, the calculation gives -512.5674 a.u.


Look up the electronic energy of the sixth one.
-512.5674 a.u.